Here is one molecule with the formula C3H6N2S2 in a non-equilibrium geometry from the Open Molecules 2025 dataset. Energies are from ωB97M-V with the def2-TZVPD basis set.

Structure (XYZ):
```
13
Properties=species:S:1:pos:R:3:forces:R:3:nbo_charge:R:1
C 1.762 -0.150 0.761 2.158 3.385 -1.480 -0.603
C 0.894 0.037 -0.458 -1.229 1.536 1.932 -0.185
N 0.234 -1.173 -0.634 0.543 -2.261 -0.923 -0.104
N -0.945 -1.313 -0.788 -2.108 1.573 0.104 -0.052
C -1.775 0.081 -0.717 3.675 -0.670 3.922 -0.357
S -2.845 0.079 0.802 0.445 0.210 -0.778 -0.033
S -0.458 1.356 -0.527 0.082 -0.613 -0.128 0.100
H 1.312 -0.415 1.606 -2.599 -0.598 3.506 0.216
H 2.484 0.688 0.999 -1.110 -0.555 -0.513 0.217
H 2.375 -0.963 0.603 1.515 -1.861 -0.932 0.226
H 1.563 0.250 -1.222 0.906 0.109 -1.957 0.229
H -2.265 0.238 -1.578 -1.939 0.190 -2.928 0.200
H -2.336 1.284 1.152 -0.339 -0.445 0.176 0.146
```
Forces are in eV/Å.

Properties
**Largest force on an atom**: 0.105 hartree/bohr
**Calculated total energy**: -27856.5117 eV
**Structure (SMILES)**: C[C@H]1N=N[C@@H](S)S1

---

Here is C3H6N2S3 as an isolated structure in a non-equilibrium geometry from the Open Molecules 2025 dataset. Energies are from ωB97M-V with the def2-TZVPD basis set.

Structure (XYZ):
```
14
Properties=species:S:1:pos:R:3:forces:R:3:nbo_charge:R:1
C 1.345 -0.145 0.004 3.691 -0.757 -2.733 -0.377
C 1.196 1.061 0.835 -0.626 2.611 1.390 -0.189
C -1.647 0.333 1.093 -1.002 -1.262 1.244 -0.079
H 0.213 0.325 -1.945 3.768 -2.990 1.954 0.357
H 2.013 0.037 -2.133 -2.099 -0.845 2.404 0.368
H 2.462 -0.216 -0.012 -0.516 -0.236 0.597 0.239
H 1.033 -1.057 0.427 -1.052 -0.624 0.931 0.226
H -2.431 0.337 1.943 0.425 -0.474 -1.585 0.180
H -2.763 -1.787 -1.474 0.391 0.023 -1.405 0.115
N 1.196 -0.388 -1.496 -2.852 4.762 -3.023 -0.803
N -1.679 -0.277 -0.034 -0.311 -0.533 0.964 -0.561
S 2.307 2.320 0.979 -2.052 -2.187 -0.259 0.081
S -0.317 1.043 2.022 1.640 0.606 -2.342 0.287
S -2.929 -1.587 -0.209 0.597 1.906 1.864 0.157
```
Forces are in eV/Å.

Properties
**Largest force on an atom**: 0.123 hartree/bohr
**Calculated total energy**: -38689.7961 eV

---

Here is one molecule with the formula C3H6N2S3 in a non-equilibrium geometry from the Open Molecules 2025 dataset. Energies are from ωB97M-V with the def2-TZVPD basis set.

Structure (XYZ):
```
14
Properties=species:S:1:pos:R:3:forces:R:3:nbo_charge:R:1
C 0.568 0.179 -0.952 -0.534 -0.901 -1.358 -0.007
C 0.795 -1.015 -0.211 2.471 -2.306 1.252 -0.351
C -1.115 1.121 0.346 0.369 -1.446 1.658 -0.210
N -0.082 -1.548 0.792 -0.016 0.201 -0.322 -0.538
N -0.254 1.140 -0.682 -1.948 2.303 -0.514 -0.438
S -0.311 2.537 -1.775 0.330 -1.314 -0.048 0.194
S -2.378 2.099 0.639 -0.435 0.498 0.173 -0.122
S 0.429 -2.941 1.521 1.733 0.790 -1.801 0.350
H 1.264 0.400 -1.679 1.456 0.265 -1.477 0.203
H 1.217 -1.851 -0.810 -0.561 0.394 -0.490 0.219
H 1.764 -0.674 0.205 0.296 -0.576 1.144 0.217
H -0.817 0.274 1.027 -0.762 1.074 -0.604 0.238
H -0.471 3.163 -0.643 -0.302 1.562 0.497 0.136
H -0.609 -2.884 2.225 -2.095 -0.543 1.892 0.109
```
Forces are in eV/Å.

Properties
**⟨S²⟩**: 2.030
**Largest force on an atom**: 0.070 hartree/bohr
**Calculated total energy**: -38688.9142 eV
**Spin multiplicity**: 3

---

Here is an isolated ion of composition C3H6N3 and charge +1 in a non-equilibrium geometry from the Open Molecules 2025 dataset. Energies are from ωB97M-V with the def2-TZVPD basis set.

Structure (XYZ):
```
12
Properties=species:S:1:pos:R:3:forces:R:3:nbo_charge:R:1
H -1.451 2.123 -0.221 -0.889 1.850 -0.451 0.370
N -1.022 1.284 0.045 -0.191 -2.087 0.417 -0.471
C -1.783 0.247 -0.115 1.876 0.985 -0.228 0.065
C -1.066 -0.991 -0.062 0.716 3.008 0.352 -0.078
C 0.281 -0.926 -0.035 -2.213 -1.001 -0.147 -0.076
N 0.955 0.111 -0.423 2.686 4.090 -0.995 0.062
N 2.098 0.446 0.042 -0.082 -2.143 1.032 -0.390
H -2.827 0.233 -0.363 -0.526 0.314 -0.135 0.226
H -1.599 -1.813 0.159 -1.371 -3.216 0.382 0.234
H 0.755 -1.803 0.153 1.918 -2.459 0.888 0.238
H 2.565 -0.082 0.807 -0.881 0.197 -0.218 0.388
H 2.786 1.063 -0.379 -1.041 0.461 -0.897 0.431
```
Forces are in eV/Å.

Properties
**Largest force on an atom**: 0.097 hartree/bohr
**Calculated total energy**: -7668.0931 eV
**Structure (SMILES)**: [H]/N=C/C=C\N=[NH2+]
**Charge**: +1

---

The highest largest force on an atom belongs to which entry? number 2

---

Which value of calculated total energy does entry 3 give? -38688.9142 eV

---

The lowest calculated total energy belongs to which entry? number 2